This record from the Open Molecules 2025 dataset describes a single C6H8BrF3N2 molecule at a distorted geometry. The level of theory is the ωB97M-V functional and the def2-TZVPD basis.

Each line ends with the Mulliken charge.
Element x y z (Å)
1 C -0.55 -1.67 -0.56  -0.5584
2 C -1.52 -0.91 -0.07  -0.2809
3 C -0.98 0.35 0.57  0.1836
4 C 1.63 -0.94 -1.54  -0.8486
5 C 1.35 0.42 1.38  -0.8990
6 C -1.49 1.67 0.03  0.8133
7 N 0.72 -1.00 -0.32  -0.1513
8 N 0.48 0.25 0.34  0.2138
9 F -1.39 2.58 1.04  -0.3051
10 F -0.76 2.15 -0.98  -0.2688
11 F -2.78 1.79 -0.35  -0.2727
12 Br -3.26 -1.41 0.36  -0.1509
13 H -0.66 -2.71 -1.02  0.3456
14 H -1.11 0.36 1.72  0.3378
15 H 2.71 -0.42 -1.17  0.2338
16 H 1.83 -1.96 -1.82  0.3892
17 H 1.12 -0.34 -2.31  0.2843
18 H 2.32 0.04 1.01  0.2636
19 H 1.47 1.52 1.35  0.3909
20 H 0.90 0.24 2.35  0.2797

Relative energy (zero: lowest compared OMol25 entry of this formula, charge and spin), eV: 1.440
Strongest force on any atom, hartree/bohr: 0.1563
Highest occupied orbital energy (alpha / beta), eV: -4.860 / -9.015
2S+1: 3
Lowest unoccupied orbital energy (alpha / beta), eV: 0.81 / -2.00